No. 1
{"formula": "C5H5NO3S", "method": "wB97M-V/def2-TZVPD", "symbols": ["C", "C", "C", "C", "C", "N", "O", "O", "O", "S", "H", "H", "H", "H", "H"], "xyz": [[-1.59888, -0.87497, 0.42016], [-0.44728, -1.33370, -0.16889], [-1.85832, 0.53143, 0.35267], [0.27719, -0.47881, -0.95869], [-0.12569, 0.83357, -1.16958], [-1.11173, 1.30877, -0.44405], [1.69422, -0.75067, 1.39526], [2.23586, 1.33827, 0.19719], [1.62734, -0.72597, -1.17597], [2.41012, -0.33276, 0.23097], [-2.20999, -1.44529, 1.12326], [0.05646, -2.13447, 0.21337], [-2.75443, 1.04575, 0.92054], [1.54888, 1.52673, 0.90377], [0.25624, 1.49211, -1.84002]], "lumo_ev": [0.8, -3.0], "spin_multiplicity": 3, "charge": 0, "gap_ev": [6.40, 6.90], "homo_energy_ev": [-5.64, -9.94], "max_force_ev_per_a": 4.3, "s2": 2.0546}

No. 2
{"formula": "C5H5NO3S2", "method": "wB97M-V/def2-TZVPD", "symbols": ["N", "C", "O", "S", "O", "O", "C", "C", "C", "C", "S", "H", "H", "H", "H", "H"], "xyz": [[2.65262, 1.69411, -0.50922], [2.42479, 0.90124, 0.52220], [2.25892, 1.12012, 1.68045], [2.23994, -0.85510, -0.19495], [2.60134, -0.76183, -1.59368], [2.84151, -1.87616, 0.60630], [0.30406, -1.04824, -0.10116], [-0.45071, -1.67286, 0.83480], [-1.83087, -1.46748, 0.60422], [-2.07051, -0.68513, -0.48128], [-0.61812, -0.18452, -1.25762], [2.76747, 2.69276, -0.40851], [2.76963, 1.24546, -1.41086], [-0.03556, -2.25404, 1.63645], [-2.60689, -1.87861, 1.22555], [-3.01302, -0.36749, -0.87878]], "lumo_ev": 0.2, "charge": 0, "smiles": "NC(=O)S(=O)(=O)c1cccs1", "gap_ev": 9.97, "homo_energy_ev": -9.74, "max_force_ev_per_a": 2.8}

No. 3
{"formula": "C5H5NO4", "method": "wB97M-V/def2-TZVPD", "symbols": ["H", "N", "C", "C", "C", "O", "C", "O", "C", "O", "O", "H", "H", "H", "H"], "xyz": [[-2.40321, 1.50973, 0.74283], [-1.89086, 0.66581, 0.80065], [-1.61473, 0.00518, -0.25240], [-0.84530, -1.26841, -0.10852], [0.46866, -1.38407, -0.06257], [1.18639, -2.51951, -0.16671], [1.36801, -0.20208, 0.10092], [2.51519, -0.41180, 0.50628], [0.77667, 1.22534, -0.28532], [0.41187, 1.51982, -1.41618], [0.72994, 1.93708, 0.84795], [-1.74922, 0.41105, -1.17376], [-1.36891, -2.18458, -0.39209], [2.08615, -2.20610, 0.17025], [0.32935, 2.90255, 0.68866]], "lumo_ev": -0.5, "charge": 0, "smiles": "[H]/N=C/C=C(/O)C(=O)C(=O)O", "gap_ev": 9.35, "homo_energy_ev": -9.82, "max_force_ev_per_a": 4.1}